[1]
C51H79BrF5NO20S8 | the ωB97M-V functional and the def2-TZVPD basis

Positions of all 165 atoms, in Å:
Br (1.89609, 2.15565, 0.05021)
S (-14.91527, 1.57082, -4.22212)
S (1.49453, -7.22042, -3.67000)
S (-1.66834, 0.78554, 0.35333)
S (3.90598, 6.81234, 1.14195)
S (-7.07558, 5.35023, -0.89906)
S (11.17591, 1.18467, 1.55074)
S (8.31658, -2.94841, 0.03043)
S (-9.47345, 1.74801, -1.01067)
F (-2.87586, -1.71310, 2.35366)
F (-4.97303, -0.54522, 2.50421)
F (-2.98178, 0.55389, 3.15219)
F (-4.22421, 1.41141, 0.80677)
F (-3.99769, -0.62101, -0.26522)
O (4.89606, -2.91983, 3.43037)
O (-14.95561, 2.81072, -4.96650)
O (3.58994, 5.60056, 1.86745)
O (9.85546, 1.75792, 1.40280)
O (-10.07337, 0.46284, -1.29732)
O (4.99720, -6.23956, 4.60259)
O (3.68387, -0.36677, 3.84799)
O (11.87064, 0.55301, 0.45212)
O (-1.53200, 2.17341, 0.93646)
O (-10.16487, 2.99539, -1.25809)
O (8.69426, -3.63323, -1.18658)
O (4.69865, 7.87443, 1.72051)
O (-5.90470, 4.63897, -1.36086)
O (0.87682, -6.12577, -2.95477)
O (-8.01469, 4.76935, 0.03498)
O (-1.59752, 0.95386, -1.17244)
O (3.66877, -4.55833, 1.53956)
O (8.91241, -3.26242, 1.31076)
O (0.76288, -8.41102, -4.03801)
O (-15.51228, 0.35196, -4.72012)
N (3.59631, -2.68509, 3.10678)
C (-7.88567, 7.49164, -2.24920)
C (-0.33960, -0.40703, 0.83323)
C (2.99007, -7.69009, -2.80799)
C (-0.36980, -6.86395, -0.13641)
C (0.75837, -2.95199, 0.33355)
C (-13.22683, 1.22453, -3.74445)
C (2.30033, -6.56849, -5.12144)
C (-8.89052, 1.73672, 0.67481)
C (-6.56205, 6.94285, -0.28249)
C (8.42355, -1.18218, -0.22920)
C (12.45119, 0.36595, 3.68231)
C (-7.85898, 1.80649, -1.77756)
C (0.77071, -0.12175, 1.91737)
C (6.98546, -0.66259, -0.23473)
C (-0.31716, -1.81474, 0.05242)
C (-2.81187, -8.01318, -1.34116)
C (12.56342, 1.89120, 3.70539)
C (4.61035, 6.36021, -0.43286)
C (3.40798, 6.22087, -1.35666)
C (6.54194, -3.01509, 0.20066)
C (3.11654, -3.49048, 1.94881)
C (3.69913, -6.20326, -4.64316)
C (0.83353, 1.24219, 2.76305)
C (-6.59755, 7.84868, -1.50590)
C (-13.16301, 1.41634, -2.22875)
C (-1.14276, -1.96741, -2.52862)
C (2.62159, 3.30263, 2.75390)
C (-7.96525, 5.96611, -2.32272)
C (-0.58136, -5.25637, -0.23273)
C (12.26424, 2.39473, 2.29262)
C (3.11881, -1.28738, 3.16080)
C (-15.52899, 1.86854, -2.57403)
C (2.38782, 7.49773, 0.49002)
C (1.84719, -1.23860, 2.17601)
C (6.84005, -5.08693, 3.38457)
C (-1.41349, -2.17872, -1.10197)
C (-3.54106, -0.44914, 2.25755)
C (-1.67649, -7.56829, -0.81714)
C (5.82225, -5.02828, 4.63000)
C (4.14828, -7.36149, -3.75108)
C (1.86256, -2.64328, 1.41289)
C (-6.84477, 1.87800, -0.63559)
C (-7.47172, 1.19083, 0.57844)
C (0.79375, -4.39277, -0.39912)
C (-14.55636, 1.12316, -1.67028)
C (1.41596, 2.52388, 1.95617)
C (11.16191, 0.05786, 2.93318)
C (4.84778, -3.73921, 4.65151)
C (6.15253, -1.60790, 0.63227)
C (2.49631, 7.40544, -1.03266)
C (-3.40924, 0.19960, 0.75570)
H (4.37558, -8.23373, -4.37342)
H (6.12149, -3.25707, -0.77869)
H (1.46872, 1.16043, 3.73994)
H (5.26122, 7.17706, -0.75426)
H (-7.49684, 0.10712, 0.41797)
H (-9.54643, 1.12196, 1.29195)
H (-7.91310, 7.93625, -3.24715)
H (0.53958, -7.24115, -0.73374)
H (-7.47470, 5.58260, -3.21989)
H (-1.22418, -4.87142, 0.65890)
H (-6.57063, 8.90398, -1.22464)
H (-1.10402, -2.87591, -3.25992)
H (4.38214, -6.04858, -5.48158)
H (8.92579, -0.98517, -1.17757)
H (13.17120, 2.44987, 1.68702)
H (1.62263, -5.01215, 0.14627)
H (-7.29195, 7.26259, 0.46538)
H (2.94068, 8.32582, -1.42695)
H (3.75935, -4.15242, 4.72282)
H (-12.40415, 0.77044, -1.78160)
H (3.63819, 3.21538, 2.21969)
H (6.93714, 0.36713, 0.12837)
H (3.04683, -7.10660, -1.88632)
H (10.28631, 0.29015, 3.54453)
H (-7.79745, 2.68262, -2.42567)
H (-12.55563, 1.90934, -4.26520)
H (-1.22466, -5.04919, -1.18459)
H (6.42115, -5.07674, 5.62688)
H (-0.97200, -0.89988, -2.95315)
H (-16.55542, 1.51108, -2.48841)
H (7.59980, -4.21782, 3.41150)
H (-14.65139, 1.44151, -0.62944)
H (-12.88898, 2.45175, -1.99956)
H (6.40184, -1.45702, 1.68818)
H (-7.73232, 0.89686, -2.36851)
H (11.76809, 3.36649, 2.30836)
H (1.74145, -5.71522, -5.50639)
H (3.70772, 6.21516, -2.40719)
H (4.63996, -6.38719, 5.52301)
H (13.55100, 2.21892, 4.03972)
H (2.28448, 8.53127, 0.82437)
H (-14.75314, 0.04644, -1.71463)
H (5.06481, -3.09049, 5.58619)
H (-2.43547, -2.61092, -0.80093)
H (-6.63564, 2.92402, -0.39393)
H (-15.48880, 2.94535, -2.39222)
H (2.95270, -8.75487, -2.57228)
H (13.30687, -0.05934, 3.14690)
H (-6.90433, 1.38405, 1.49179)
H (1.55653, 6.89926, 0.86877)
H (2.33543, -7.36423, -5.86950)
H (-0.37195, -7.23948, 0.96823)
H (5.08064, -1.43245, 0.50959)
H (-0.23885, 1.51755, 3.13764)
H (3.66582, -5.27774, -4.05806)
H (6.59543, -0.66845, -1.25853)
H (5.05375, -7.11332, -3.19173)
H (-3.89631, -8.13925, -1.73179)
H (-5.57183, 6.86683, 0.16728)
H (1.15220, -4.32709, -1.50797)
H (11.10812, -0.97083, 2.57514)
H (-13.00002, 0.19444, -4.02717)
H (0.54634, 3.30102, 1.91531)
H (6.27883, -5.17002, 2.36779)
H (2.88221, 5.28241, -1.14915)
H (-8.74633, 7.87919, -1.69339)
H (-5.89845, 1.41221, -0.91959)
H (7.46609, -6.06611, 3.46376)
H (2.71437, 2.98263, 3.85468)
H (-5.73287, 7.64683, -2.14733)
H (11.82726, 2.30006, 4.40599)
H (1.51086, 7.29458, -1.49204)
H (5.18481, 5.43892, -0.33342)
H (-8.99790, 5.61451, -2.28424)
H (12.43993, -0.05524, 4.69024)
H (9.00009, -0.75396, 0.59299)
H (6.26551, -3.77869, 0.92708)
H (-8.89176, 2.76788, 1.03510)
H (2.35535, 4.43536, 2.76897)

Forces on atoms 1 to 2 (eV/Å):
-0.1153 0.2312 1.0138
0.0427 0.2328 -0.0375

Calculated values
- Orbital gap: 6.665 eV
- Molar mass: 1457.6 g mol⁻¹
- SMILES: C#CCCCc1c(C=C)c(S(=O)(=O)C(F)(F)C(F)(F)F)c(C[C@@H](C)Br)c2c1C(=O)N(OC[C@H](C)O)C2=O.O=S1(=O)CCCC1.O=S1(=O)CCCC1.O=S1(=O)CCCC1.O=S1(=O)CCCC1.O=S1(=O)CCCC1.O=S1(=O)CCCC1.O=S1(=O)CCCC1
- Charge: 0
- DFT total energy: -266898.94127 eV
- LUMO: -2.109 eV
- HOMO level: -8.774 eV
- Maximum force: 8.06 eV Å⁻¹

---

[2]
C51H93B3F12N13O7 | the ωB97M-V functional and the def2-TZVPD basis

Positions of all 179 atoms, in Å:
F (-4.39898, 0.29263, 1.08855)
F (-6.49141, 0.02514, 0.31994)
F (-0.55424, -3.94398, 4.33330)
F (1.06034, -4.08448, -2.06613)
F (1.42948, -4.74328, 4.79790)
F (-5.32239, -1.70713, 1.13693)
F (-6.03255, -0.05794, 2.53196)
F (0.33401, -3.67001, 6.31956)
F (-0.60338, -4.35123, -0.61135)
F (0.61588, -6.12880, -1.40930)
F (1.22140, -2.47332, 4.64569)
F (-0.80510, -4.99363, -2.79084)
O (0.09199, 5.18057, -0.56024)
O (1.29865, 2.20049, -3.56581)
O (0.14758, 3.20602, -0.71855)
O (-4.22984, 6.42837, -3.10778)
O (3.44447, 3.10565, -1.26850)
O (3.91124, 1.41814, 0.07005)
O (-0.18393, 3.75111, -3.76712)
N (1.79785, 3.99270, 8.64567)
N (2.44050, -4.32327, -5.58200)
N (-4.88986, 5.32646, -2.56238)
N (0.27118, -4.13449, -6.29960)
N (-3.82820, -4.18546, 5.51690)
N (1.36763, 2.23879, 7.21900)
N (4.82993, 0.85707, -4.92780)
N (-3.48043, -2.00177, 5.19505)
N (4.62431, -2.27364, 0.13529)
N (0.68255, -0.26036, 1.75909)
N (-0.62403, -0.13711, 0.01140)
N (5.91338, 2.87418, -4.86517)
N (3.12843, -3.87366, 0.83909)
C (-3.74063, 4.11382, -4.28918)
C (-1.15216, -4.09947, -6.36227)
C (6.13182, 0.58684, -5.23179)
C (-6.15367, 6.68392, -0.78268)
C (-1.29622, -0.87730, 0.97889)
C (-6.36171, 2.92810, -1.77417)
C (-4.35002, 3.92516, -2.91306)
C (0.19384, 2.60470, -3.95574)
C (-0.79403, -1.18233, -2.18054)
C (2.37492, 2.94634, 7.85992)
C (-0.38846, -1.04420, 1.98867)
C (2.37412, -2.80351, 0.23595)
C (-7.29837, 5.61316, -2.72617)
C (1.08173, -3.64274, -7.24335)
C (3.78406, -0.13677, -4.75151)
C (5.81763, -1.48484, -0.08197)
C (2.48969, 4.76575, 9.72201)
C (1.90336, -0.03930, 2.66636)
C (6.21854, 4.35426, -5.03346)
C (-5.54315, 2.96800, -3.06918)
C (0.48489, 4.02344, 8.32283)
C (4.26639, 2.44217, -0.59878)
C (0.19296, 2.97633, 7.40985)
C (-2.85139, -0.68664, 5.16020)
C (2.44027, -3.71999, -6.84439)
C (4.69418, 2.23729, -4.59715)
C (3.69128, -6.25402, 1.69858)
C (-1.39379, 3.98878, 0.95950)
C (-2.22399, -6.14545, 5.76385)
C (-6.17436, 5.46400, -1.77234)
C (4.50910, -3.57018, 0.63040)
C (1.34252, -0.30293, 7.60757)
C (6.77009, 1.80312, -5.18556)
C (3.35120, -1.76968, -0.21814)
C (-0.33696, 4.15581, -0.11112)
C (3.53148, -4.41535, -4.65757)
C (-1.03195, 0.15595, -1.36203)
C (-4.52333, -3.77961, 4.29954)
C (2.59265, -5.14871, 1.43989)
C (0.61036, 0.21967, 0.51152)
C (1.15926, -4.49401, -5.21454)
C (5.65111, 3.00241, -0.45593)
C (-6.45160, 4.25230, -0.93008)
C (-3.19865, -3.06687, 5.98601)
C (1.53672, 0.89809, 6.59713)
C (3.88802, -0.99958, -3.44832)
C (-0.71141, 1.67911, -4.75724)
C (-4.35312, -2.39740, 4.13069)
C (-3.17350, 3.51527, -1.93974)
C (-1.68426, -2.97037, -5.48045)
C (-3.59999, -5.57858, 6.01556)
B (0.03018, -4.93386, -1.70465)
B (0.63299, -3.63755, 5.03622)
B (-5.53785, -0.38972, 1.23791)
H (3.34499, -3.43545, -7.36103)
H (-5.91137, 2.20057, -1.09889)
H (4.09084, -0.34429, -2.60123)
H (-6.08825, 7.61499, -1.34563)
H (1.31075, -2.95186, 0.11917)
H (-7.33373, 4.32373, -0.29381)
H (-0.08668, 1.04783, -5.38914)
H (-8.18356, 5.91530, -2.16648)
H (-5.11683, -4.47467, 3.72418)
H (4.48054, -6.04922, 2.42192)
H (-5.29500, 6.61779, -0.11455)
H (-2.34057, 4.10079, 0.43115)
H (-7.40544, 2.80096, -2.06153)
H (-3.44082, 3.12573, -4.63832)
H (3.21533, -4.23914, -3.62941)
H (3.74733, 2.72687, -4.42336)
H (3.21513, -7.17820, 2.02609)
H (-1.03807, 1.08512, -3.90368)
H (-1.77833, -0.85568, 5.07039)
H (6.33081, 2.20729, -0.14951)
H (4.62361, -1.80391, -3.45571)
H (1.65768, 0.57220, 3.53458)
H (-1.52247, 2.20503, -5.26093)
H (5.33997, -4.20217, 0.90722)
H (2.56864, 0.80198, 6.25949)
H (-2.88217, 4.78514, -4.31100)
H (-1.45517, 2.96169, 1.31925)
H (-1.67026, -1.95594, -5.87898)
H (6.71587, -1.70577, 0.49461)
H (-2.56063, 2.67092, -2.25526)
H (-0.73109, 2.75202, 6.89778)
H (-1.53892, -3.87513, -7.35635)
H (-1.22854, -2.91199, -4.49201)
H (-0.48250, -1.62488, 2.89441)
H (-2.07889, 0.43454, -1.24202)
H (2.37652, -0.95894, 3.01058)
H (6.46883, -0.38997, -5.54590)
H (-4.41363, -6.17573, 5.60384)
H (3.85877, -0.80231, -5.61150)
H (5.96313, 4.79637, -4.07044)
H (-7.01071, 6.68333, -0.10919)
H (-2.03833, -6.20592, 4.69148)
H (6.05153, 3.52122, -1.32691)
H (-7.66898, 4.73410, -3.25342)
H (-5.20693, 1.93346, -3.13842)
H (-0.16908, 4.71042, 8.83933)
H (5.45526, 4.73670, -5.71114)
H (-4.84393, -1.62554, 3.55646)
H (5.70597, -0.40142, -0.03900)
H (1.76292, -5.47441, 0.81255)
H (1.83218, 5.05923, 10.54033)
H (-1.30894, -2.10863, -1.92572)
H (-2.44752, -2.89340, 6.74238)
H (2.76199, 0.24194, -4.75840)
H (-1.36671, 4.76388, 1.72540)
H (-7.25272, 6.41648, -3.46150)
H (3.39962, 4.22386, 9.97984)
H (-1.47787, -5.81072, 6.48452)
H (-3.71845, -5.63660, 7.09755)
H (0.65720, -3.15794, -8.11003)
H (-0.45300, 1.02298, -1.68012)
H (-2.74911, -3.13178, -5.31265)
H (3.35167, -0.83048, -0.75135)
H (5.67527, 3.68847, 0.39074)
H (-3.51838, 3.15417, -0.97084)
H (6.01664, -1.76468, -1.11646)
H (-6.16764, 3.14899, -3.94402)
H (2.72987, 5.71938, 9.25189)
H (3.93086, -5.42953, -4.66259)
H (2.16923, -4.89034, 2.41049)
H (-2.39615, 4.27926, -1.92797)
H (3.41441, 2.66972, 7.95664)
H (-4.39959, 4.44134, -5.09329)
H (1.44713, 0.68915, 0.01573)
H (-3.08193, -0.01267, 5.98526)
H (-1.42631, -5.05577, -5.91681)
H (0.31194, -0.53767, 7.87385)
H (-3.14197, -0.25292, 4.20336)
H (-0.96153, -0.98066, -3.23855)
H (0.82668, -4.82304, -4.24113)
H (7.77448, 1.95551, -5.55212)
H (2.66160, 0.54314, 2.14297)
H (2.94795, -1.55093, -3.42902)
H (1.07563, 0.88221, 5.60958)
H (4.24751, -6.58146, 0.82023)
H (4.32185, -3.71617, -4.93064)
H (0.28413, -1.31117, -2.27571)
H (-2.28433, -1.26454, 0.77865)
H (-5.58955, 4.16062, -0.26935)
H (1.81684, -1.07647, 7.00363)
H (1.85942, -0.23188, 8.56458)
H (-2.34186, -7.20055, 6.01078)
H (7.21860, 4.47945, -5.44857)

Forces on atoms 1 to 2 (eV/Å):
3.1233 1.5679 -0.6464
-0.3116 0.2054 -0.6709

Calculated values
- Orbital gap (alpha / beta): 4.413 / 4.593 eV
- Multiplicity: 2
- Molar mass: 1260.8 g mol⁻¹
- Charge: +2
- DFT total energy: -122731.27221 eV
- LUMO (alpha / beta): -6.010 / -6.468 eV
- HOMO level (alpha / beta): -10.423 / -11.061 eV
- Maximum force: 6.42 eV Å⁻¹